[1]
Below is a 3-piece molecular cluster, C36H55NO15S2 overall at a distorted geometry, with properties calculated with wB97M-V/def2-TZVPD.

Calculated values
* spin multiplicity: 1
* SMILES: CCOCCO[C@@]1(COc2ccccc2)OC(=O)[C@@H](c2cccnc2)[C@]1(CCCCOC=O)CCCOC(C)=O.CCOS(C)(=O)=O.CCOS(C)(=O)=O
* E_LUMO: 0.466 eV
* Kohn-Sham gap: 9.40 eV

```
109
C36H55NO15S2 (wB97M-V/def2-TZVPD)
C -5.248 -0.535 0.579
C -4.162 -1.572 0.874
O -3.603 -2.093 -0.314
C -2.498 -1.335 -0.788
C -1.228 -1.696 -0.008
O -0.178 -2.182 -0.851
C 1.107 -2.052 -0.337
C 1.159 -2.500 1.124
O 0.519 -3.752 1.214
C 0.505 -4.325 2.461
C 0.556 -5.721 2.495
C 0.504 -6.402 3.711
C 0.401 -5.691 4.905
C 0.356 -4.298 4.885
C 0.405 -3.624 3.659
O 1.860 -3.076 -1.047
C 3.080 -2.647 -1.419
O 3.779 -3.218 -2.180
C 3.323 -1.373 -0.619
C 4.537 -0.554 -0.972
C 5.797 -1.131 -0.817
C 6.897 -0.371 -1.167
C 6.753 0.928 -1.627
N 5.555 1.495 -1.781
C 4.501 0.744 -1.471
C 1.912 -0.758 -0.692
C 1.695 -0.473 -2.210
C 0.891 0.790 -2.574
C -0.626 0.562 -2.721
C -1.103 1.012 -4.088
O -0.770 2.377 -4.343
C -1.683 3.258 -3.879
O -1.379 4.189 -3.221
C 1.699 0.425 0.252
C 2.429 0.387 1.618
C 1.511 0.913 2.702
O 1.409 2.339 2.573
C 0.155 2.806 2.355
C 0.045 3.772 1.221
O -0.772 2.487 3.031
H -5.735 -0.836 -0.343
H -4.780 0.434 0.411
H -5.973 -0.474 1.382
H -3.410 -1.161 1.552
H -4.631 -2.394 1.410
H -2.727 -0.287 -0.596
H -2.405 -1.529 -1.847
H -1.513 -2.501 0.669
H -0.921 -0.859 0.616
H 0.707 -1.753 1.775
H 2.184 -2.619 1.467
H 0.626 -6.282 1.576
H 0.521 -7.480 3.730
H 0.341 -6.214 5.848
H 0.263 -3.740 5.802
H 0.345 -2.546 3.664
H 3.592 -1.792 0.353
H 5.906 -2.144 -0.460
H 7.888 -0.792 -1.083
H 7.617 1.523 -1.879
H 3.536 1.204 -1.626
H 2.646 -0.380 -2.720
H 1.198 -1.309 -2.691
H 1.103 1.634 -1.927
H 1.240 1.089 -3.560
H -0.795 -0.509 -2.689
H -1.169 1.093 -1.942
H -2.166 0.808 -4.239
H -0.569 0.420 -4.828
H -2.709 3.050 -4.207
H 0.628 0.499 0.451
H 1.970 1.358 -0.222
H 3.274 1.066 1.549
H 2.776 -0.596 1.910
H 0.523 0.465 2.628
H 1.895 0.666 3.690
H 0.848 3.598 0.510
H 0.166 4.788 1.585
H -0.916 3.670 0.735
O -9.150 -3.475 5.096
S -8.951 -3.187 3.709
O -7.660 -2.798 3.233
O -10.025 -2.108 3.252
C -10.108 -0.880 4.007
C -8.967 0.071 3.705
C -9.547 -4.521 2.731
H -10.167 -1.110 5.072
H -11.057 -0.432 3.716
H -8.014 -0.329 4.048
H -9.137 1.025 4.206
H -8.886 0.244 2.632
H -10.540 -4.796 3.075
H -8.853 -5.348 2.865
H -9.563 -4.211 1.690
O 7.808 4.972 -4.541
S 7.054 6.025 -3.933
O 6.993 6.135 -2.509
O 5.582 6.010 -4.528
C 4.842 4.770 -4.466
C 4.327 4.463 -3.076
C 7.546 7.575 -4.606
H 5.460 3.957 -4.850
H 4.010 4.901 -5.156
H 5.143 4.259 -2.388
H 3.684 3.583 -3.104
H 3.759 5.306 -2.681
H 7.566 7.498 -5.689
H 8.540 7.789 -4.220
H 6.843 8.336 -4.278
```

=====

[2]
Below is the molecule C2H3NOS at a distorted geometry, with properties calculated with wB97M-V/def2-TZVPD.

Calculated values
* spin multiplicity: 1
* E_LUMO (alpha / beta): -0.210 / -0.213 eV
* Kohn-Sham gap (alpha / beta): 7.66 / 7.65 eV

```
8
C2H3NOS (wB97M-V/def2-TZVPD)
C -0.296 -0.024 0.228
C 1.129 0.276 0.165
N 0.513 -1.005 -0.203
O -3.099 0.054 0.044
S -1.997 0.920 0.450
H 1.488 0.942 -0.615
H 1.746 0.253 1.053
H 0.517 -1.418 -1.123
```

=====

[3]
Below is C39H40N7O5PRuS as an isolated structure at a distorted geometry, with properties calculated with wB97M-V/def2-TZVPD.

Calculated values
* spin multiplicity: 2
* net charge: +1
* E_LUMO (alpha / beta): -3.653 / -3.377 eV
* Kohn-Sham gap (alpha / beta): 5.85 / 6.12 eV
* expectation value of S²: 0.757

```
94
C39H40N7O5PRuS (wB97M-V/def2-TZVPD)
Ru -0.032 0.120 0.253
O -1.373 2.199 2.196
N -1.841 1.217 1.347
C -3.085 1.396 1.151
C -4.013 0.517 0.454
C -5.357 0.890 0.515
C -6.343 0.114 -0.065
C -5.990 -1.069 -0.697
C -4.656 -1.441 -0.769
C -3.656 -0.646 -0.216
P -1.940 -1.271 -0.293
C -1.857 -2.102 -1.894
C -1.257 -3.346 -2.066
C -1.255 -3.945 -3.318
C -1.826 -3.296 -4.403
C -2.372 -2.027 -4.247
C -2.377 -1.426 -3.000
C -2.180 -2.492 1.046
C -1.940 -2.070 2.352
C -2.208 -2.910 3.421
C -2.705 -4.187 3.194
C -2.956 -4.607 1.896
C -2.709 -3.759 0.824
H -0.485 2.443 1.805
H -3.514 2.287 1.599
H -5.622 1.805 1.031
H -7.378 0.425 -0.018
H -6.746 -1.706 -1.136
H -4.395 -2.368 -1.264
H -0.803 -3.850 -1.225
H -0.810 -4.923 -3.444
H -1.836 -3.772 -5.375
H -2.801 -1.510 -5.095
H -2.802 -0.436 -2.881
H -1.547 -1.078 2.529
H -2.036 -2.568 4.434
H -2.902 -4.848 4.028
H -3.353 -5.598 1.714
H -2.929 -4.095 -0.181
N 0.964 -0.057 2.341
N 2.342 0.121 2.209
C 2.915 0.187 0.944
O 4.112 0.014 0.842
O 2.090 0.439 -0.023
H 0.564 0.706 2.878
H 0.747 -0.946 2.783
H 2.939 -0.262 2.924
C 1.975 -0.047 -6.523
C 2.174 0.689 -5.222
C 3.275 0.389 -4.429
C 3.480 1.058 -3.234
C 2.610 2.054 -2.830
C 1.525 2.391 -3.631
N 0.722 3.511 -3.348
C 0.834 4.385 -2.273
C 0.839 5.758 -2.548
C 1.063 6.686 -1.553
C 1.293 6.269 -0.242
C 1.192 4.929 0.058
C 0.919 3.976 -0.933
C 0.537 2.623 -0.483
O 0.055 1.775 -1.288
O 0.598 2.332 0.759
C 1.278 1.684 -4.815
C 0.074 2.037 -5.655
H 2.811 -0.718 -6.715
H 1.899 0.645 -7.364
H 1.061 -0.646 -6.509
H 3.986 -0.359 -4.762
H 4.347 0.829 -2.622
H 2.808 2.601 -1.916
H 0.275 3.911 -4.154
H 0.705 6.083 -3.573
H 1.090 7.740 -1.800
H 1.510 6.986 0.538
H 1.293 4.594 1.081
H -0.786 2.292 -5.033
H -0.219 1.204 -6.290
H 0.285 2.884 -6.319
C 1.540 -5.547 2.313
C 0.752 -5.323 1.017
C 1.100 -4.022 0.367
N 0.497 -2.913 0.575
N 1.005 -1.859 -0.143
C 2.017 -2.198 -0.936
N 2.641 -1.393 -1.791
S 2.396 -3.883 -0.795
H 1.348 -6.548 2.699
H 1.241 -4.820 3.068
H 2.612 -5.450 2.141
H -0.318 -5.313 1.228
H 0.960 -6.132 0.315
H 2.561 -0.400 -1.568
H 3.509 -1.703 -2.193
```